1.
The molecule C5H10O. Source: OMol25; level of theory: ωB97M-V/def2-TZVPD.

Positions of all 16 atoms, in Å:
C: 2.127 -0.070 0.369
C: 0.660 0.106 0.148
C: -0.029 -0.372 -1.156
C: -1.403 -0.738 -1.171
C: -1.255 0.852 1.168
O: -0.024 0.129 1.284
H: 2.449 0.718 1.060
H: 2.667 0.049 -0.576
H: 2.413 -1.028 0.822
H: -1.232 1.439 0.248
H: 0.333 0.206 -2.014
H: 0.590 -1.304 -1.112
H: -1.795 -1.443 -0.445
H: -2.109 -0.238 -1.826
H: -2.110 0.173 1.172
H: -1.281 1.519 2.028

- 2S+1 = 1
- total energy (Ha) = -271.59022
- HOMO energy (spin up / spin down) (hartree) = -0.2335 / -0.2783
- gap between HOMO and LUMO (spin up / spin down) (eV) = 6.8925 / 8.4668
- energy above the lowest of the compared OMol25 structures with the same formula, charge and spin (kJ/mol) = 426.4

***

2.
A structure of composition C4H8N2S. Source: OMol25; level of theory: ωB97M-V/def2-TZVPD.

Positions of all 15 atoms, in Å:
C: 0.834 1.571 -0.113
C: 0.008 0.166 0.042
C: -1.309 0.051 0.615
C: -1.964 -1.188 0.265
H: 1.705 1.658 0.707
H: 1.136 1.561 -1.153
H: 0.351 2.541 0.171
H: 2.533 -0.023 -0.914
H: 2.458 -1.817 -0.004
H: -1.593 0.519 1.523
H: -1.458 -1.843 -0.479
H: -2.742 -1.376 1.116
N: 0.713 -0.979 -0.127
N: 1.868 -0.999 -0.795
S: -2.539 0.159 -0.854

- 2S+1 = 1
- total energy (Ha) = -664.73768
- HOMO energy (hartree) = -0.2996
- gap between HOMO and LUMO (eV) = 8.9104
- energy above the lowest of the compared OMol25 structures with the same formula, charge and spin (kJ/mol) = 512.2

***

3.
A cluster of 7 separate species, C62H72N10O6 in total. Source: OMol25; level of theory: ωB97M-V/def2-TZVPD.

Positions of all 150 atoms, in Å:
C: -0.661 5.752 -0.985
N: -1.542 5.152 0.034
C: -1.193 5.242 1.309
C: -1.891 4.529 2.261
C: -3.003 3.772 1.895
C: -3.353 3.745 0.541
C: -2.553 4.376 -0.370
C: -3.813 2.921 2.824
C: -3.202 1.935 3.615
C: -3.972 1.111 4.426
N: -5.318 1.184 4.348
C: -5.934 2.044 3.530
C: -5.211 2.964 2.816
C: -6.224 0.486 5.315
H: 0.152 5.045 -1.143
H: -0.264 6.690 -0.624
H: -1.204 5.899 -1.908
H: -0.314 5.824 1.563
H: -1.539 4.629 3.282
H: -4.191 3.164 0.176
H: -2.775 4.440 -1.425
H: -2.112 1.870 3.677
H: -3.563 0.441 5.182
H: -7.014 2.101 3.614
H: -5.761 3.685 2.224
H: -6.698 1.215 5.961
H: -5.641 -0.224 5.886
H: -6.973 -0.054 4.743
C: 9.129 2.523 1.470
N: 7.739 2.100 1.930
C: 7.563 1.665 3.231
C: 6.348 1.079 3.585
C: 5.313 0.934 2.646
C: 5.529 1.419 1.368
C: 6.737 1.970 1.014
C: 3.998 0.284 2.973
C: 3.509 0.551 4.240
C: 2.285 0.006 4.585
N: 1.519 -0.675 3.723
C: 1.867 -0.796 2.418
C: 3.133 -0.360 2.028
C: 0.163 -1.064 4.156
H: 9.813 1.689 1.625
H: 9.420 3.372 2.078
H: 9.108 2.799 0.424
H: 8.392 1.791 3.933
H: 6.275 0.684 4.594
H: 4.781 1.260 0.605
H: 6.921 2.302 0.000
H: 4.075 1.116 4.973
H: 1.866 0.118 5.575
H: 1.064 -1.121 1.752
H: 3.414 -0.374 0.979
H: 0.176 -1.264 5.215
H: -0.128 -1.966 3.628
H: -0.492 -0.235 3.901
C: -3.427 -1.166 1.180
N: -4.574 -2.078 0.832
C: -4.404 -3.415 0.544
C: -5.503 -4.216 0.146
C: -6.807 -3.714 0.263
C: -6.904 -2.373 0.612
C: -5.829 -1.579 0.885
C: -8.032 -4.549 0.138
C: -9.109 -4.458 1.025
C: -10.180 -5.333 0.882
N: -10.231 -6.247 -0.124
C: -9.186 -6.356 -0.966
C: -8.083 -5.504 -0.854
C: -11.379 -7.181 -0.283
H: -3.623 -0.112 0.959
H: -2.561 -1.475 0.607
H: -3.196 -1.286 2.235
H: -3.381 -3.788 0.547
H: -5.338 -5.240 -0.190
H: -7.881 -1.958 0.817
H: -5.969 -0.557 1.223
H: -9.099 -3.820 1.903
H: -11.050 -5.271 1.536
H: -9.272 -7.097 -1.758
H: -7.329 -5.484 -1.638
H: -12.278 -6.732 0.121
H: -11.150 -8.118 0.217
H: -11.508 -7.349 -1.350
C: 3.873 -6.943 -2.403
N: 2.870 -5.879 -2.250
C: 1.953 -5.748 -3.236
C: 1.113 -4.647 -3.241
C: 1.163 -3.753 -2.133
C: 2.049 -4.008 -1.083
C: 2.883 -5.110 -1.140
C: 0.360 -2.504 -2.047
C: -0.938 -2.486 -2.530
C: -1.656 -1.307 -2.524
N: -1.149 -0.151 -2.035
C: 0.116 -0.121 -1.576
C: 0.849 -1.296 -1.527
C: -2.029 1.024 -1.889
H: 3.393 -7.914 -2.461
H: 4.547 -6.905 -1.562
H: 4.449 -6.730 -3.306
H: 1.986 -6.482 -4.044
H: 0.468 -4.544 -4.116
H: 2.102 -3.351 -0.221
H: 3.607 -5.375 -0.374
H: -1.421 -3.367 -2.933
H: -2.652 -1.245 -2.965
H: 0.505 0.824 -1.198
H: 1.900 -1.206 -1.268
H: -3.052 0.672 -1.955
H: -1.801 1.683 -2.728
H: -1.833 1.494 -0.920
C: 4.215 4.870 0.028
N: 4.341 4.212 -1.303
C: 5.566 4.188 -1.902
C: 5.727 3.483 -3.083
C: 4.657 2.685 -3.555
C: 3.390 2.803 -2.952
C: 3.250 3.541 -1.790
C: 4.871 1.818 -4.770
C: 3.890 1.465 -5.705
C: 4.164 0.601 -6.778
N: 5.435 0.150 -6.957
C: 6.403 0.389 -6.002
C: 6.127 1.207 -4.921
C: 5.842 -0.556 -8.207
H: 4.428 4.163 0.834
H: 3.206 5.223 0.172
H: 4.922 5.694 0.090
H: 6.367 4.767 -1.437
H: 6.718 3.455 -3.537
H: 2.553 2.230 -3.328
H: 2.296 3.730 -1.286
H: 2.868 1.801 -5.588
H: 3.378 0.303 -7.476
H: 7.388 -0.053 -6.167
H: 6.904 1.347 -4.180
H: 5.234 -0.207 -9.035
H: 5.771 -1.627 -8.046
H: 6.877 -0.296 -8.415
O: 2.330 3.416 4.030
C: 2.632 4.412 3.159
O: 3.605 5.091 3.312
O: 1.797 4.508 2.195
H: 1.514 2.995 3.670
O: 0.786 2.347 0.689
C: -0.057 1.781 1.609
O: -0.997 0.994 1.292
O: 0.204 2.018 2.794
H: 1.279 3.138 1.287

- 2S+1 = 1
- total charge = +8
- total energy (Ha) = -3401.34151
- HOMO energy (hartree) = -0.7811
- gap between HOMO and LUMO (eV) = 4.0478

***

4.
A structure of composition C9H27AgN4O4Y. Source: OMol25; level of theory: ωB97M-V/def2-TZVPD.

Positions of all 46 atoms, in Å:
Ag: 2.200 -1.076 -0.398
Y: -0.433 0.615 -3.276
O: 1.169 0.655 -1.757
H: 1.701 1.249 -1.192
C: 4.115 1.973 -2.933
O: 4.806 2.764 -3.549
N: 3.201 1.236 -3.414
N: 4.180 1.943 -1.624
H: 2.534 0.932 -2.720
H: 3.113 0.967 -4.384
H: 3.758 1.185 -1.107
H: 4.894 2.557 -1.258
C: -0.853 -2.714 2.179
C: -0.792 -2.796 0.668
C: -2.024 -3.446 0.014
O: -1.955 -4.893 0.300
C: -0.797 -5.628 -0.087
N: -0.447 -1.461 0.149
H: -0.505 -3.606 2.700
H: -1.896 -2.475 2.388
H: -0.208 -1.901 2.513
H: 0.094 -3.335 0.334
H: -2.006 -3.289 -1.065
H: -2.865 -2.909 0.453
H: -0.185 -5.641 0.816
H: -0.265 -5.073 -0.860
H: -1.011 -6.613 -0.501
H: -1.006 -0.705 0.520
H: -0.547 -1.295 -0.842
C: -0.990 4.514 0.145
C: -0.388 3.451 1.069
C: -1.384 2.309 1.224
O: -1.058 1.208 2.074
C: -2.070 0.331 2.397
N: 0.797 2.969 0.307
H: -0.350 5.366 -0.088
H: -1.837 4.919 0.698
H: -1.300 4.090 -0.810
H: -0.001 3.726 2.050
H: -1.698 1.919 0.256
H: -2.229 2.745 1.756
H: -1.689 -0.517 2.966
H: -2.448 -0.149 1.495
H: -2.979 0.675 2.890
H: 0.665 3.237 -0.657
H: 0.991 1.988 0.160

- 2S+1 = 2
- total charge = +4
- total energy (Ha) = -1062.40128
- HOMO energy (spin up / spin down) (hartree) = -0.7431 / -0.7453
- gap between HOMO and LUMO (spin up / spin down) (eV) = 3.0263 / 3.0785

***

5.
A structure of composition C28H28FN4O3Os. Source: OMol25; level of theory: ωB97M-V/def2-TZVPD.

Positions of all 65 atoms, in Å:
Os: 3.480 0.860 -0.804
C: -3.990 1.799 -2.910
C: -3.259 2.726 -1.958
N: -2.012 2.112 -1.427
C: -0.868 2.414 -2.018
C: 0.366 1.910 -1.635
C: 1.511 2.411 -2.436
O: 1.465 3.323 -3.191
O: 2.687 1.703 -2.273
C: 0.432 1.052 -0.527
O: 1.543 0.593 -0.025
C: -0.809 0.688 0.091
C: -0.846 -0.203 1.179
C: -2.020 -0.521 1.776
F: -1.974 -1.358 2.822
C: -3.278 0.013 1.362
C: -3.233 0.872 0.267
C: -2.029 1.223 -0.355
N: -4.462 -0.302 2.001
C: -5.652 0.524 1.874
C: -6.838 -0.307 1.407
N: -6.943 -1.576 2.251
C: -6.029 -1.544 3.445
C: -4.584 -1.374 3.003
H: -4.903 2.282 -3.256
H: -4.259 0.854 -2.438
H: -3.378 1.579 -3.785
H: -3.865 3.030 -1.107
H: -2.955 3.644 -2.456
H: -0.912 3.112 -2.846
H: 0.065 -0.635 1.566
H: -4.149 1.269 -0.135
H: -5.510 1.326 1.159
H: -5.874 1.019 2.823
H: -6.721 -0.629 0.375
H: -7.775 0.235 1.507
H: -6.722 -2.392 1.677
H: -7.907 -1.708 2.563
H: -6.148 -2.480 3.987
H: -6.381 -0.735 4.082
H: -4.222 -2.313 2.582
H: -4.006 -1.175 3.905
N: 4.340 0.232 1.033
C: 5.785 -0.020 0.893
C: 6.636 0.556 1.821
C: 7.998 0.322 1.724
C: 8.487 -0.482 0.705
C: 7.624 -1.046 -0.217
C: 6.246 -0.825 -0.148
C: 5.358 -1.397 -1.180
C: 5.667 -2.619 -1.763
C: 4.934 -3.112 -2.834
C: 3.866 -2.389 -3.367
C: 3.507 -1.188 -2.806
C: 4.223 -0.699 -1.684
H: 4.227 0.936 1.764
H: 3.847 -0.596 1.376
H: 6.244 1.169 2.624
H: 8.672 0.768 2.442
H: 9.551 -0.659 0.618
H: 8.026 -1.634 -1.031
H: 6.496 -3.196 -1.377
H: 5.209 -4.063 -3.271
H: 3.329 -2.766 -4.227
H: 2.690 -0.613 -3.219

- 2S+1 = 5
- total charge = +3
- total energy (Ha) = -1718.09901
- HOMO energy (spin up / spin down) (hartree) = -0.5862 / -0.5892
- gap between HOMO and LUMO (spin up / spin down) (eV) = 7.7952 / 5.7526
- energy above the lowest of the compared OMol25 structures with the same formula, charge and spin (kJ/mol) = 6.7

***

6.
A cluster of 3 separate species, C10H11FN2 in total. Source: OMol25; level of theory: ωB97M-V/def2-TZVPD.

Positions of all 24 atoms, in Å:
F: -1.084 -0.559 -2.716
C: -0.337 -1.090 -1.738
C: -0.958 -1.683 -0.657
C: -0.191 -2.197 0.373
C: 1.198 -2.104 0.334
C: 1.816 -1.527 -0.774
C: 1.033 -1.027 -1.814
H: -2.040 -1.727 -0.617
H: -0.748 -2.641 1.188
H: 1.778 -2.431 1.188
H: 2.895 -1.490 -0.804
H: 1.524 -0.670 -2.711
C: 0.998 1.323 1.667
C: 0.503 1.250 3.025
N: 0.111 1.208 4.104
H: 2.089 1.330 1.697
H: 0.747 2.289 1.223
H: 0.609 0.521 1.046
C: -2.072 1.712 -0.446
C: -0.878 2.258 -1.100
N: 0.059 2.675 -1.611
H: -1.781 1.063 0.383
H: -2.546 1.005 -1.129
H: -2.724 2.510 -0.113

- 2S+1 = 1
- total energy (Ha) = -597.00598
- HOMO energy (hartree) = -0.3594
- gap between HOMO and LUMO (eV) = 10.4173
- energy above the lowest of the compared OMol25 structures with the same formula, charge and spin (kJ/mol) = 1.5
- structure (SMILES) = Fc1ccccc1.CC#N.CC#N

***

7.
A structure of composition C4H13LaNO2PS. Source: OMol25; level of theory: ωB97M-V/def2-TZVPD.

Positions of all 23 atoms, in Å:
C: -2.466 -0.120 -1.713
N: -2.710 0.388 -0.361
C: -1.783 0.002 0.686
C: -0.560 0.910 0.844
C: 0.294 1.182 -0.434
O: 1.668 0.832 -0.120
P: 1.636 -0.188 1.204
S: 3.927 -1.123 0.195
O: 0.323 0.442 1.873
H: -1.659 -0.860 -1.698
H: -3.360 -0.605 -2.106
H: -2.162 0.669 -2.409
H: -2.809 1.394 -0.377
H: -2.315 0.070 1.640
H: -1.501 -1.049 0.572
H: -0.956 1.877 1.165
H: -0.027 0.616 -1.307
H: 0.315 2.246 -0.660
H: 2.609 0.650 1.818
H: 1.926 -1.262 2.128
H: 0.989 -1.181 0.363
H: 3.849 -2.428 0.585
La: 4.768 -2.462 -1.889

- 2S+1 = 1
- total charge = +2
- total energy (Ha) = -1135.75559
- HOMO energy (hartree) = -0.4731
- gap between HOMO and LUMO (eV) = 1.8569

***

8.
The molecule C5H9F. Source: OMol25; level of theory: ωB97M-V/def2-TZVPD.

Positions of all 15 atoms, in Å:
C: -1.610 -0.133 -0.671
C: -0.177 0.039 0.038
C: 0.426 1.554 0.437
C: 0.366 -1.169 0.899
C: 1.064 -0.685 -0.500
H: -1.504 -1.107 -1.125
H: -2.459 0.164 -0.063
H: -1.697 0.632 -1.651
H: -0.440 1.928 1.009
H: 1.360 1.538 1.168
H: 0.592 2.037 -0.568
H: 0.907 -1.182 2.051
H: -0.057 -2.219 0.907
H: 1.035 -1.442 -1.218
F: 2.194 0.047 -0.714

- 2S+1 = 1
- total energy (Ha) = -295.64963
- HOMO energy (hartree) = -0.3553
- gap between HOMO and LUMO (eV) = 10.6725
- energy above the lowest of the compared OMol25 structures with the same formula, charge and spin (kJ/mol) = 290.1
- structure (SMILES) = CC1(C)C[C@@H]1F

***

9.
The molecule C10H16ClNO. Source: OMol25; level of theory: ωB97M-V/def2-TZVPD.

Positions of all 29 atoms, in Å:
C: 2.298 -0.825 1.095
C: 1.530 0.364 1.673
C: -0.579 -0.925 1.609
C: -0.328 -1.721 0.321
C: 0.003 0.467 1.414
C: -0.335 0.698 -0.100
C: -0.107 -0.684 -0.792
C: -1.813 1.151 -0.287
C: 0.454 1.762 -0.782
C: -0.986 -0.955 -1.973
N: 1.356 -0.610 -1.100
O: 1.685 -1.099 -2.137
Cl: 3.800 -0.419 0.497
H: 1.708 0.436 2.673
H: 1.985 1.373 1.263
H: -1.574 -0.833 1.886
H: -0.004 -1.486 2.419
H: 0.615 -2.249 0.474
H: -1.111 -2.304 0.043
H: -0.428 1.241 2.039
H: -2.320 0.329 0.128
H: -2.031 1.071 -1.250
H: -2.135 2.084 0.080
H: 0.282 2.635 -0.149
H: 0.171 2.088 -1.714
H: 1.551 1.626 -0.659
H: -0.617 -1.916 -2.271
H: -1.007 -0.283 -2.827
H: -2.062 -1.015 -1.574

- 2S+1 = 1
- total energy (Ha) = -980.58069
- HOMO energy (spin up / spin down) (hartree) = -0.3001 / -0.3001
- gap between HOMO and LUMO (spin up / spin down) (eV) = 7.7418 / 7.7431
- energy above the lowest of the compared OMol25 structures with the same formula, charge and spin (kJ/mol) = 301.9

***

10.
The molecule C5H7NO. Source: OMol25; level of theory: ωB97M-V/def2-TZVPD.

Positions of all 14 atoms, in Å:
C: -0.245 -0.813 0.423
C: -1.560 -1.085 -0.180
C: 0.777 0.052 -0.251
N: 0.513 0.623 -1.571
C: 0.977 1.051 0.825
C: 1.028 1.795 1.771
O: 1.304 -1.205 -0.210
H: -0.152 -1.078 1.469
H: 0.855 1.579 -1.611
H: 1.085 0.104 -2.235
H: -2.339 -1.092 0.587
H: -1.538 -2.078 -0.647
H: -1.825 -0.347 -0.939
H: 1.121 2.495 2.568

- 2S+1 = 1
- total energy (Ha) = -324.56273
- HOMO energy (hartree) = -0.3362
- gap between HOMO and LUMO (eV) = 10.1315
- energy above the lowest of the compared OMol25 structures with the same formula, charge and spin (kJ/mol) = 424.6
- structure (SMILES) = C#C[C@@]1(N)O[C@@H]1C

***

11.
A cluster of 3 separate species, C3H11NO3 in total. Source: OMol25; level of theory: ωB97M-V/def2-TZVPD.

Positions of all 18 atoms, in Å:
O: 0.669 0.519 0.761
C: 0.833 -0.684 1.147
C: -0.367 -1.712 0.696
C: -1.558 -1.311 1.568
N: -0.812 -1.717 -0.684
H: 1.566 -0.953 1.941
H: 0.073 -2.666 0.838
H: -2.122 -2.240 2.045
H: -2.362 -0.801 1.101
H: -1.151 -0.759 2.355
H: -1.055 -0.688 -0.767
H: 0.056 -1.784 -1.235
H: 0.102 2.028 -2.076
H: -0.765 1.180 -2.988
O: -0.488 1.299 -2.098
H: 1.202 3.345 -0.312
H: 1.427 1.857 -0.363
O: 1.728 2.650 -0.690

- 2S+1 = 2
- total charge = +1
- total energy (Ha) = -400.97048
- HOMO energy (spin up / spin down) (hartree) = -0.5465 / -0.5450
- gap between HOMO and LUMO (spin up / spin down) (eV) = 8.8124 / 5.3153
- energy above the lowest of the compared OMol25 structures with the same formula, charge and spin (kJ/mol) = 213.9

***

Among the records above, which one has the highest total energy?
C5H10O

***

Among the records above, which one has the lowest total energy?
C62H72N10O6